[1]
This record from the OMol25 dataset describes C5H8MgO5V as an isolated structure in a non-equilibrium geometry. The level of theory is wB97M-V/def2-TZVPD.

Properties
Energy relative to the best compared isomer or geometry (same formula, charge and spin) in kcal per mole: 14.9
Net charge: +1
Kohn-Sham gap (alpha / beta) in Ha: 0.2386 / 0.3367
Lowest unoccupied orbital energy (alpha / beta) in Ha: -0.157 / -0.154
2S+1: 5
<S²>: 6.024

Cartesian coordinates (Å):
C: 2.526 -0.439 0.046
O: 3.564 -1.016 -0.343
O: 2.302 0.784 -0.126
Mg: 5.130 -1.951 0.367
O: 0.724 -0.040 1.803
C: -0.258 -1.002 1.828
C: -0.801 -1.169 0.445
O: -0.968 0.003 -0.067
C: -1.673 0.431 -1.259
C: -1.641 1.959 -1.153
O: -0.382 2.408 -0.808
V: 0.616 1.453 0.491
H: -1.138 -0.882 2.498
H: 0.143 -2.003 2.103
H: -1.559 -1.934 0.230
H: 1.545 -1.267 -0.143
H: -2.672 -0.022 -1.243
H: -1.068 0.080 -2.105
H: -2.420 2.265 -0.425
H: -1.971 2.341 -2.138

---

[2]
This record from the OMol25 dataset describes a 11-piece molecular cluster, C39H87F4N6O22P overall in a non-equilibrium geometry. The level of theory is wB97M-V/def2-TZVPD.

Properties
Structure (SMILES): O=C1OC[C@@H](F)O1.O=C1OC[C@@H](F)O1.O=C1OC[C@@H](F)O1.O=C1OC[C@@H](F)O1.COP(=O)(OC)OC.COC[C@H](C)N.COC[C@H](C)N.COC[C@H](C)N.COC[C@H](C)N.COC[C@H](C)N.COC[C@H](C)N
Kohn-Sham gap in Ha: 0.3206
Lowest unoccupied orbital energy in Ha: -0.002

Cartesian coordinates (Å):
O: 2.660 1.371 -2.892
C: 3.790 0.970 -3.085
O: 4.803 0.780 -2.262
C: 5.969 0.703 -3.065
C: 5.495 0.021 -4.307
F: 5.517 -1.278 -4.114
O: 4.179 0.533 -4.298
H: 6.312 1.687 -3.384
H: 6.749 0.116 -2.579
H: 6.156 0.152 -5.164
O: -0.606 -0.683 8.532
C: -0.158 -0.994 7.464
O: 0.619 -2.030 7.259
C: 0.822 -2.108 5.860
C: 0.196 -0.874 5.268
F: -0.676 -1.209 4.320
O: -0.561 -0.432 6.349
H: 1.863 -2.251 5.572
H: 0.317 -2.985 5.454
H: 0.954 -0.196 4.875
O: 6.909 -3.271 2.396
C: 6.311 -2.730 1.492
O: 5.372 -1.755 1.670
C: 4.573 -1.638 0.507
C: 5.515 -2.114 -0.486
F: 6.440 -1.227 -0.732
O: 6.171 -3.157 0.272
H: 3.719 -2.314 0.469
H: 4.309 -0.584 0.412
H: 5.011 -2.412 -1.405
O: -5.449 4.479 3.175
C: -4.316 4.064 3.077
O: -3.188 4.866 3.251
C: -2.073 4.161 2.808
C: -2.568 2.708 2.564
F: -2.111 2.076 3.597
O: -4.015 2.870 2.658
H: -1.672 4.635 1.912
H: -1.311 4.229 3.584
H: -2.139 2.346 1.630
C: -3.769 -7.465 1.134
O: -3.960 -7.467 2.517
P: -3.769 -6.161 3.491
O: -4.296 -4.852 3.027
O: -4.515 -6.778 4.825
C: -5.788 -7.375 4.876
O: -2.187 -6.116 3.892
C: -1.369 -5.219 3.118
H: -3.251 -8.397 0.908
H: -3.195 -6.618 0.758
H: -4.690 -7.467 0.551
H: -6.310 -7.232 3.931
H: -6.368 -6.998 5.718
H: -5.798 -8.434 5.131
H: -0.517 -5.863 2.900
H: -1.081 -4.335 3.686
H: -1.754 -4.839 2.172
C: -3.662 -0.500 -2.053
O: -3.167 -0.995 -0.818
C: -3.631 -2.309 -0.421
C: -4.748 -2.171 0.652
C: -4.167 -1.545 1.978
N: -5.448 -3.391 0.897
H: -3.383 -1.124 -2.902
H: -3.161 0.435 -2.303
H: -4.746 -0.423 -1.969
H: -4.017 -2.823 -1.301
H: -2.787 -2.936 -0.133
H: -5.535 -1.526 0.261
H: -3.460 -2.179 2.515
H: -4.930 -1.352 2.732
H: -3.720 -0.576 1.756
H: -6.295 -3.202 1.414
H: -4.905 -3.935 1.553
C: 5.027 6.560 -3.703
O: 3.773 6.253 -4.230
C: 3.031 5.444 -3.244
C: 1.577 5.184 -3.578
C: 0.728 6.477 -3.154
N: 1.025 4.149 -2.716
H: 5.567 7.236 -4.367
H: 5.707 5.713 -3.626
H: 4.867 7.096 -2.767
H: 3.589 4.536 -3.015
H: 3.093 6.006 -2.313
H: 1.443 4.940 -4.632
H: 1.201 7.374 -3.553
H: 0.728 6.627 -2.075
H: -0.297 6.325 -3.490
H: 1.034 4.429 -1.745
H: 1.783 3.483 -2.759
C: 1.387 4.884 0.698
O: 1.062 4.187 1.883
C: 2.092 4.082 2.867
C: 1.525 3.189 4.036
C: 2.244 3.154 5.345
N: 1.372 1.802 3.699
H: 0.525 4.932 0.033
H: 1.986 4.304 -0.005
H: 1.907 5.816 0.921
H: 3.001 3.655 2.443
H: 2.125 5.075 3.313
H: 0.519 3.542 4.263
H: 2.438 4.183 5.647
H: 3.182 2.605 5.267
H: 1.695 2.589 6.098
H: 2.223 1.556 3.213
H: 0.688 1.693 2.965
C: -1.640 -4.904 -2.472
O: -0.459 -4.230 -2.061
C: 0.343 -3.727 -3.123
C: 1.640 -3.258 -2.387
C: 2.574 -2.587 -3.371
N: 2.271 -4.284 -1.644
H: -2.293 -4.227 -3.024
H: -2.164 -5.302 -1.603
H: -1.570 -5.746 -3.161
H: 0.749 -4.559 -3.698
H: -0.111 -2.918 -3.694
H: 1.412 -2.382 -1.778
H: 2.069 -1.749 -3.850
H: 2.712 -3.282 -4.199
H: 3.480 -2.186 -2.915
H: 2.705 -5.037 -2.159
H: 1.448 -4.554 -1.124
C: -1.172 0.227 -4.905
O: -1.564 1.241 -4.043
C: -1.769 2.506 -4.655
C: -2.872 3.160 -3.861
C: -3.586 4.289 -4.613
N: -2.366 3.752 -2.660
H: -0.356 0.482 -5.581
H: -2.026 -0.003 -5.543
H: -0.879 -0.628 -4.295
H: -0.813 3.030 -4.645
H: -1.952 2.368 -5.720
H: -3.609 2.422 -3.542
H: -4.397 4.699 -4.011
H: -3.967 3.818 -5.519
H: -2.900 5.118 -4.789
H: -1.794 4.525 -2.969
H: -1.619 3.151 -2.344
C: 1.342 -2.166 1.579
O: 1.067 -0.785 1.793
C: -0.149 -0.222 1.342
C: -0.085 0.299 -0.104
C: 0.972 1.381 -0.147
N: -1.350 0.981 -0.378
H: 1.476 -2.453 0.536
H: 0.586 -2.799 2.044
H: 2.218 -2.474 2.149
H: -0.864 -1.043 1.385
H: -0.449 0.576 2.021
H: -0.046 -0.482 -0.863
H: 1.966 0.935 -0.100
H: 0.968 2.022 0.735
H: 0.860 1.979 -1.051
H: -2.111 0.328 -0.504
H: -1.278 1.267 -1.344

---

[3]
This record from the OMol25 dataset describes one molecule with the formula C5H8O in a non-equilibrium geometry. The level of theory is wB97M-V/def2-TZVPD.

Properties
Energy relative to the best compared isomer or geometry (same formula, charge and spin) in kcal per mole: 125.4
Kohn-Sham gap (alpha / beta) in Ha: 0.2769 / 0.3176
Lowest unoccupied orbital energy (alpha / beta) in Ha: 0.001 / 0.021

Cartesian coordinates (Å):
O: 1.204 1.421 -1.079
C: 1.063 0.967 0.165
C: 1.026 -0.508 0.405
C: -0.252 -0.817 -0.332
C: -1.581 -0.636 0.351
C: -1.071 0.462 -0.504
H: 1.354 1.678 0.946
H: 1.914 -1.008 0.000
H: 0.964 -0.742 1.473
H: -0.229 -1.520 -1.165
H: -2.379 -1.263 -0.051
H: -1.639 -0.493 1.429
H: 0.407 1.040 -1.605
H: -0.782 1.418 -0.034

---

[4]
This record from the OMol25 dataset describes a 2-piece molecular cluster, CH6N2S overall. The level of theory is wB97M-V/def2-TZVPD.

Properties
Energy relative to the best compared isomer or geometry (same formula, charge and spin) in kcal per mole: 0.0
Structure (SMILES): [H]/N=C/N.S
Kohn-Sham gap in Ha: 0.3804
Lowest unoccupied orbital energy in Ha: 0.036

Cartesian coordinates (Å):
H: -2.197 0.282 -0.706
N: -1.226 0.287 -0.419
C: -0.953 -0.843 0.093
N: 0.288 -1.228 0.500
H: -1.694 -1.640 0.197
H: 0.335 -1.903 1.245
H: 1.054 -0.573 0.429
S: 1.963 1.665 -0.761
H: 0.661 1.814 -1.057
H: 1.769 2.139 0.479

---

[5]
This record from the OMol25 dataset describes one molecule with the formula C2H4NO2PS2 in a non-equilibrium geometry. The level of theory is wB97M-V/def2-TZVPD.

Properties
Energy relative to the best compared isomer or geometry (same formula, charge and spin) in kcal per mole: 2.9
Structure (SMILES): O=[N+]([O-])P1CCSS1
Kohn-Sham gap in Ha: 0.3117
Lowest unoccupied orbital energy in Ha: -0.011

Cartesian coordinates (Å):
O: -0.537 -2.015 -0.787
N: -1.429 -1.243 -0.449
O: -2.447 -1.053 -1.050
P: -1.257 -0.167 1.127
C: 0.636 -0.064 0.936
C: 1.088 0.600 -0.388
S: 0.123 2.122 -0.892
S: -1.598 1.754 0.296
H: 0.771 -1.190 0.786
H: 1.218 0.368 1.755
H: 2.169 1.041 -0.106
H: 1.265 -0.152 -1.228

---

[6]
This record from the OMol25 dataset describes a 2-piece molecular cluster, C4H10NO3 overall in a non-equilibrium geometry. The level of theory is wB97M-V/def2-TZVPD.

Properties
Energy relative to the best compared isomer or geometry (same formula, charge and spin) in kcal per mole: 74.0
Net charge: -1
Kohn-Sham gap in Ha: 0.2440
Lowest unoccupied orbital energy in Ha: 0.127

Cartesian coordinates (Å):
C: 0.035 -0.512 -0.392
C: 0.885 0.645 -0.958
C: 0.516 0.983 -2.385
O: 1.188 1.678 -3.104
N: 0.190 -0.545 1.091
C: -0.666 -1.847 1.536
O: -0.373 -2.888 0.832
H: 0.368 -1.456 -0.840
H: -1.046 -0.439 -0.583
H: 1.922 0.311 -0.907
H: 0.723 1.548 -0.367
H: -0.517 0.632 -2.645
H: 1.188 -0.737 1.157
H: -0.407 -1.863 2.628
H: -1.745 -1.500 1.519
H: -0.700 1.263 1.346
H: -0.723 2.495 0.574
O: -0.839 2.231 1.500

---

[7]
This record from the OMol25 dataset describes one molecule with the formula C4H8O2. The level of theory is wB97M-V/def2-TZVPD.

Properties
Energy relative to the best compared isomer or geometry (same formula, charge and spin) in kcal per mole: 61.2
Structure (SMILES): COC[C@H]1CO1
Kohn-Sham gap in Ha: 0.4042
Lowest unoccupied orbital energy in Ha: 0.039

Cartesian coordinates (Å):
C: -2.424 0.209 0.025
O: -1.273 -0.597 -0.032
C: -0.105 0.121 0.282
C: 1.112 -0.670 -0.159
C: 2.404 -0.004 -0.315
O: 2.144 -0.840 0.802
H: -3.294 -0.453 0.054
H: -2.425 0.841 0.925
H: -2.503 0.865 -0.859
H: -0.036 0.291 1.369
H: -0.112 1.105 -0.218
H: 0.892 -1.554 -0.760
H: 2.479 1.061 -0.088
H: 3.141 -0.376 -1.027

---

[8]
This record from the OMol25 dataset describes one molecule with the formula C12H17N3O. The level of theory is wB97M-V/def2-TZVPD.

Properties
Energy relative to the best compared isomer or geometry (same formula, charge and spin) in kcal per mole: 13.8
Structure (SMILES): CC(C)NC[C@@H](O)c1ccc(N)c(C#N)c1
Kohn-Sham gap in Ha: 0.3218
Lowest unoccupied orbital energy in Ha: 0.017

Cartesian coordinates (Å):
C: -3.521 1.680 0.365
C: -2.837 0.918 1.503
C: -3.851 0.594 2.605
N: -2.217 -0.331 1.084
C: -0.813 -0.356 0.776
C: -0.360 0.214 -0.599
O: -0.591 1.600 -0.723
C: 1.091 -0.150 -0.811
C: 2.101 0.506 -0.107
C: 3.426 0.163 -0.263
C: 3.803 -0.865 -1.130
N: 5.116 -1.174 -1.331
C: 2.784 -1.535 -1.837
C: 3.127 -2.589 -2.705
N: 3.437 -3.456 -3.392
C: 1.448 -1.170 -1.674
H: -2.810 1.906 -0.425
H: -3.938 2.613 0.737
H: -4.331 1.081 -0.048
H: -2.050 1.548 1.934
H: -3.368 0.031 3.399
H: -4.266 1.508 3.021
H: -4.661 -0.008 2.202
H: -2.763 -0.775 0.355
H: -0.283 0.179 1.572
H: -0.489 -1.403 0.806
H: -0.972 -0.241 -1.386
H: -0.088 2.061 -0.043
H: 1.853 1.304 0.580
H: 4.192 0.690 0.287
H: 5.800 -0.824 -0.685
H: 5.340 -2.017 -1.832
H: 0.693 -1.700 -2.236